Molecular formula: C8H24IO8
Method: DFT, wB97M-V/def2-TZVPD

Atoms and positions in Å:
1 I -0.615 -1.292 -1.352
2 C -4.252 -1.855 0.482
3 C -5.481 -2.138 1.348
4 O -5.140 -3.053 2.397
5 O -3.309 -1.032 1.078
6 H -4.597 -1.317 -0.402
7 H -3.890 -2.798 0.071
8 H -6.337 -2.538 0.804
9 H -5.858 -1.194 1.740
10 H -4.224 -2.861 2.611
11 H -2.451 -1.150 0.666
12 C 0.509 3.274 -3.245
13 C 1.058 1.948 -2.611
14 O 0.997 0.832 -3.572
15 O 0.921 4.503 -2.733
16 H -0.580 3.268 -3.294
17 H 0.822 3.301 -4.289
18 H 0.424 1.895 -1.726
19 H 2.082 2.163 -2.308
20 H 0.358 0.168 -3.303
21 H 1.873 4.585 -2.641
22 C 5.133 -1.875 0.098
23 C 3.914 -1.554 -0.920
24 O 2.829 -2.474 -0.656
25 O 5.346 -3.244 0.275
26 H 5.087 -1.347 1.051
27 H 6.113 -1.567 -0.267
28 H 4.176 -1.750 -1.960
29 H 3.698 -0.505 -1.120
30 H 1.997 -2.122 -0.980
31 H 4.460 -3.601 0.366
32 C -0.601 1.036 1.947
33 C -0.317 1.939 3.232
34 O -1.423 2.507 3.889
35 O 0.582 0.688 1.274
36 H -1.254 1.524 1.223
37 H -1.181 0.167 2.259
38 H 0.358 2.722 2.887
39 H 0.261 1.454 4.020
40 H -1.955 2.997 3.258
41 H 0.464 0.299 0.404

Cartesian forces, eV/Å:
I -0.08 -0.10 0.01
C -1.59 0.02 -1.74
C 0.89 0.24 0.44
O -0.43 0.19 -0.21
O 0.00 -0.06 1.64
H -0.43 0.02 -0.37
H 0.51 -0.20 0.37
H 0.37 -0.38 -0.33
H 0.16 0.25 0.39
H 0.16 0.05 0.19
H 0.39 -0.11 -0.47
C 0.58 -1.18 -2.15
C -1.04 0.79 -0.98
O 0.62 2.29 0.94
O -0.21 0.86 1.50
H -0.02 0.05 0.42
H 0.00 -0.55 -0.41
H 0.27 -1.17 0.19
H 0.21 -0.46 -0.04
H -0.34 -0.16 0.68
H 0.05 -0.41 -0.15
C -0.19 1.03 -1.34
C 1.04 -1.31 -0.43
O 1.24 0.78 0.74
O -0.68 -0.54 0.12
H -0.84 0.00 0.23
H -0.25 0.64 -0.74
H 0.96 -0.76 -0.08
H -0.65 0.37 1.50
H -0.52 0.29 -0.06
H -0.25 -0.49 0.07
C -0.58 0.01 0.59
C 1.07 -0.14 -1.52
O -0.57 -0.26 -0.04
O 1.18 0.70 1.48
H -0.29 0.68 0.24
H 0.11 -0.34 0.19
H 0.09 0.30 -0.21
H -0.20 -0.62 -0.24
H -0.01 0.00 -0.14
H -0.76 -0.32 -0.25

Calculated values
total charge = -1
HOMO level = -5.41 eV
frontier orbital gap = 0.302 Eh
relative energy (zero: lowest compared OMol25 entry of this formula, charge and spin) = 165.2 kJ/mol
LUMO level = 2.81 eV


Molecular formula: C8H24N10O12P2
Method: DFT, wB97M-V/def2-TZVPD

Atoms and positions in Å:
1 N 0.702 1.488 1.904
2 C -0.551 1.426 1.107
3 O -1.188 0.203 1.635
4 C -2.072 0.574 2.728
5 O -2.832 -0.164 3.378
6 O -1.855 2.005 2.916
7 C -1.761 2.440 1.527
8 C -1.401 3.967 1.197
9 O -0.430 4.577 2.093
10 N -1.165 5.130 3.112
11 O -0.785 4.675 4.148
12 P -3.396 2.108 0.614
13 P -5.127 2.207 1.928
14 O -5.891 0.859 1.791
15 O -4.775 2.411 3.573
16 O -6.249 3.433 1.521
17 H 0.943 2.447 2.195
18 H 0.626 0.938 2.781
19 H -0.270 1.452 0.002
20 H -1.057 4.086 0.100
21 H -2.369 4.591 1.284
22 H -3.345 0.731 0.168
23 H -4.990 1.580 4.062
24 H -6.762 3.085 0.750
25 N -1.176 -3.783 1.326
26 C -1.661 -4.565 2.319
27 N -2.077 -3.886 3.418
28 O -1.720 -5.784 2.233
29 H -1.122 -2.782 1.381
30 H -0.854 -4.244 0.485
31 H -2.446 -4.429 4.182
32 H -2.037 -2.886 3.506
33 N 0.216 -2.093 -2.660
34 C -0.192 -3.348 -2.359
35 N -0.451 -4.133 -3.432
36 O -0.319 -3.741 -1.207
37 H 0.327 -1.748 -3.598
38 H 0.417 -1.479 -1.888
39 H -0.758 -5.075 -3.249
40 H -0.353 -3.830 -4.384
41 N 2.449 1.471 -5.410
42 C 2.090 0.619 -4.418
43 N 3.122 0.026 -3.778
44 O 0.918 0.403 -4.125
45 H 3.401 1.662 -5.665
46 H 1.707 1.933 -5.910
47 H 2.896 -0.614 -3.035
48 H 4.086 0.189 -4.001
49 N 5.663 -0.893 0.181
50 C 5.781 -0.421 -1.083
51 N 7.056 -0.218 -1.496
52 O 4.812 -0.197 -1.796
53 H 6.444 -1.084 0.782
54 H 4.731 -1.057 0.524
55 H 7.185 0.133 -2.431
56 H 7.863 -0.396 -0.927

Cartesian forces, eV/Å:
N -0.56 0.78 0.17
C -0.49 -0.03 1.45
O -1.71 0.24 1.07
C -0.18 -0.65 0.74
O 3.73 3.23 -2.95
O -1.35 -1.83 -0.75
C 2.01 -0.06 -0.36
C -1.30 0.73 -0.24
O -0.10 -1.49 -2.10
N 0.28 -1.00 3.26
O -0.72 1.50 -1.42
P 0.69 0.70 -1.79
P -4.81 -3.89 2.88
O 2.32 3.36 -0.36
O -0.33 0.40 -2.52
O 2.42 -1.51 0.16
H -0.16 -0.51 -0.40
H -0.24 0.56 -1.01
H -0.93 -0.65 1.39
H -0.35 -0.54 1.89
H 1.40 -0.89 -0.12
H -0.21 0.68 1.06
H 0.11 0.58 -0.89
H 0.55 0.17 0.83
N 0.18 -0.33 -0.21
C 0.16 -0.09 -0.40
N -0.34 0.10 1.00
O -0.04 0.02 0.13
H -0.04 -0.08 -0.02
H -0.11 0.36 0.18
H 0.06 0.13 -0.17
H -0.07 -0.07 -0.08
N 0.18 0.25 0.18
C 0.08 0.19 0.16
N -0.22 -0.73 -0.32
O 0.16 0.00 -0.38
H -0.01 0.27 0.12
H -0.06 -0.03 -0.24
H 0.05 0.19 -0.04
H 0.00 0.03 0.12
N -0.27 0.59 -0.64
C 0.33 -0.35 0.26
N -0.44 -0.31 -0.19
O -0.22 0.00 -0.06
H -0.08 -0.05 0.07
H 0.17 -0.08 0.09
H 0.29 0.21 -0.02
H -0.08 0.01 0.27
N -0.40 -0.19 0.51
C -0.20 -0.03 0.04
N 0.51 0.22 -0.53
O 0.33 -0.07 0.13
H -0.06 0.02 -0.08
H 0.18 0.02 -0.04
H 0.02 -0.07 0.21
H -0.09 0.01 -0.04

Calculated values
HOMO level = -8.71 eV
frontier orbital gap = 0.296 Eh
relative energy (zero: lowest compared OMol25 entry of this formula, charge and spin) = 0.0 kJ/mol
structure (SMILES) = N[C@H]1OC(=O)O[C@]1(CON=O)PP(=O)(O)O.NC(N)=O.NC(N)=O.NC(N)=O.NC(N)=O
LUMO level = -0.65 eV


Molecular formula: C8H25FeN6O3S2
Method: DFT, wB97M-V/def2-TZVPD

Atoms and positions in Å:
1 Fe 0.338 -0.283 -0.163
2 N -1.612 -0.785 -0.140
3 C -2.150 -0.584 1.221
4 C -1.186 -1.288 2.142
5 N 0.183 -0.766 1.819
6 C 0.422 0.434 2.684
7 C 1.208 1.457 1.908
8 N 0.485 1.569 0.617
9 C 1.232 -1.818 2.013
10 C 0.978 -2.938 1.021
11 N 0.746 -2.317 -0.315
12 H -2.108 -0.220 -0.832
13 H -1.744 -1.752 -0.422
14 H -3.172 -0.947 1.320
15 H -2.155 0.489 1.419
16 H -1.230 -2.361 1.980
17 H -1.412 -1.114 3.194
18 H 0.878 0.143 3.631
19 H -0.556 0.859 2.913
20 H 2.221 1.135 1.698
21 H 1.251 2.406 2.442
22 H 1.012 2.126 -0.052
23 H -0.407 2.048 0.711
24 H 1.219 -2.180 3.043
25 H 2.196 -1.351 1.821
26 H 0.111 -3.532 1.295
27 H 1.826 -3.620 0.988
28 H 0.107 -2.868 -0.882
29 H 1.624 -2.384 -0.838
30 N -3.092 2.056 -3.693
31 C -2.609 2.190 -2.462
32 N -3.450 2.647 -1.515
33 S -0.999 1.754 -2.131
34 H -3.995 2.410 -3.967
35 H -2.483 1.702 -4.413
36 H -4.362 3.000 -1.764
37 H -3.044 3.019 -0.675
38 C 3.500 0.840 -2.388
39 S 2.538 -0.396 -1.604
40 O 1.127 -0.310 -2.094
41 O 3.169 -1.671 -1.751
42 O 2.313 -0.004 -0.155
43 H 3.893 0.407 -3.305
44 H 4.318 1.098 -1.717
45 H 2.868 1.699 -2.597

Cartesian forces, eV/Å:
Fe 0.87 -1.19 0.59
N -0.09 0.37 -0.35
C -0.01 0.06 -0.02
C 0.06 0.10 0.00
N -0.18 -0.05 0.18
C -0.02 -0.01 -0.04
C -0.10 0.00 0.01
N -0.01 0.23 -0.38
C -0.10 0.04 0.03
C -0.02 0.04 -0.01
N 0.20 -0.04 -0.07
H 0.11 0.12 0.01
H -0.03 0.00 -0.01
H 0.02 -0.06 0.02
H -0.08 0.00 -0.03
H 0.00 -0.01 -0.04
H 0.01 -0.01 0.01
H 0.09 -0.03 -0.05
H 0.02 0.00 0.08
H 0.02 0.00 0.04
H -0.06 0.03 -0.05
H -0.01 0.04 0.02
H 0.00 0.00 0.01
H -0.05 0.00 0.00
H 0.02 -0.01 0.03
H 0.02 -0.05 0.01
H 0.03 0.05 -0.01
H -0.11 0.02 0.11
H -0.01 -0.02 -0.01
N 0.03 -0.01 0.00
C -0.07 0.10 -0.07
N 0.03 0.03 -0.03
S -0.23 0.03 0.01
H -0.01 -0.02 0.01
H 0.00 0.00 0.00
H 0.00 0.00 0.00
H 0.00 -0.01 0.01
C 0.04 0.01 0.04
S -0.11 0.42 -0.19
O -0.37 0.03 0.11
O 0.00 0.01 0.01
O 0.14 -0.20 0.03
H -0.03 0.01 -0.02
H 0.02 -0.03 -0.02
H 0.00 0.01 0.03

Calculated values
expectation value of S² = 0.781
total charge = +2
HOMO level (alpha / beta) = -14.63 / -14.62 eV
frontier orbital gap (alpha / beta) = 0.270 / 0.271 Eh
relative energy (zero: lowest compared OMol25 entry of this formula, charge and spin) = 86.8 kJ/mol
spin multiplicity = 2
LUMO level (alpha / beta) = -7.29 / -7.24 eV


Molecular formula: C8H25HgO7
Method: DFT, wB97M-V/def2-TZVPD

Atoms and positions in Å:
1 Hg -1.308 -0.073 -0.170
2 C -0.030 -4.254 3.824
3 C -1.287 -3.673 4.269
4 O -1.692 -2.537 3.554
5 H 0.758 -3.514 3.679
6 H -0.056 -4.948 2.984
7 H 0.215 -4.861 4.695
8 H -1.102 -3.344 5.291
9 H -2.100 -4.388 4.393
10 C -2.682 -4.318 -4.629
11 C -1.585 -4.681 -3.591
12 O -0.903 -3.553 -3.031
13 H -2.381 -3.449 -5.214
14 H -3.682 -4.207 -4.209
15 H -2.611 -5.108 -5.377
16 H -0.863 -5.336 -4.081
17 H -2.111 -5.362 -2.922
18 C 0.612 5.929 -4.069
19 C 0.896 4.796 -3.087
20 O 0.176 3.609 -3.001
21 H 1.349 6.731 -4.022
22 H -0.402 6.327 -4.049
23 H 0.633 5.535 -5.085
24 H 1.082 5.227 -2.103
25 H 1.928 4.487 -3.252
26 C 4.107 1.518 3.697
27 C 3.243 1.995 2.438
28 O 2.762 0.729 1.803
29 O 5.310 0.883 3.199
30 H 3.642 0.766 4.334
31 H 4.431 2.339 4.337
32 H 3.956 2.556 1.835
33 H 2.366 2.610 2.642
34 H 3.504 0.136 1.667
35 H 5.790 1.631 2.837
36 O -4.587 -0.061 -2.050
37 H -5.208 -0.545 -1.506
38 H -4.906 -0.184 -2.945
39 O -2.424 3.240 2.045
40 H -2.681 3.203 2.966
41 H -2.159 4.149 1.906

Cartesian forces, eV/Å:
Hg 0.00 -0.06 -0.02
C 1.60 -1.55 0.27
C -1.83 2.96 -1.40
O 0.18 -1.26 0.79
H -0.15 0.04 -0.05
H -0.27 0.30 -0.27
H 0.81 -0.42 -0.02
H -0.05 0.45 0.78
H -0.31 -0.47 -0.16
C 1.30 -0.18 -0.45
C -0.01 2.88 0.00
O -1.38 -2.46 -0.68
H -0.14 0.38 0.38
H 0.11 0.01 -0.09
H -0.75 -0.38 -0.04
H 0.59 -0.13 -0.17
H 0.28 -0.06 1.10
C -0.87 -0.74 -1.02
C -0.24 -1.48 0.47
O 0.39 2.13 -0.56
H -0.02 -0.01 0.28
H -0.06 0.21 0.66
H 0.35 -0.17 -0.21
H -0.44 0.31 0.87
H 0.88 -0.26 -0.49
C -0.19 0.29 -0.87
C 0.67 -3.18 1.12
O 0.08 2.31 0.48
O -0.60 0.46 0.07
H -0.43 0.14 -0.34
H -0.28 0.34 0.04
H -0.16 -0.03 -0.52
H 0.07 -0.28 0.16
H 0.36 0.16 0.09
H 0.48 -0.22 -0.25
O 0.05 0.19 0.06
H -0.07 -0.15 0.21
H 0.03 -0.03 -0.26
O -0.04 -0.10 -0.09
H -0.06 -0.11 0.23
H 0.10 0.21 -0.14

Calculated values
total charge = -1
HOMO level = -3.93 eV
frontier orbital gap = 0.062 Eh
relative energy (zero: lowest compared OMol25 entry of this formula, charge and spin) = 755.3 kJ/mol
LUMO level = -2.24 eV


Molecular formula: C8H25O5Ti2
Method: DFT, wB97M-V/def2-TZVPD

Atoms and positions in Å:
1 Ti -2.126 -1.595 2.108
2 Ti -1.371 -1.934 -1.297
3 O -0.828 -0.671 0.469
4 H 0.009 -0.405 0.041
5 C 2.395 -1.015 -3.399
6 C 1.577 -1.224 -2.116
7 O 0.752 -2.394 -2.213
8 H 1.772 -0.929 -4.290
9 H 3.035 -1.880 -3.568
10 H 2.970 -0.093 -3.318
11 H 1.000 -0.335 -1.860
12 H 2.171 -1.285 -1.204
13 H 1.352 -3.116 -2.413
14 C 2.056 -2.809 1.387
15 C 1.568 -2.021 2.556
16 O 1.325 -0.670 2.167
17 H 2.315 -3.812 1.727
18 H 2.913 -2.362 0.885
19 H 1.251 -2.998 0.676
20 H 2.280 -1.920 3.375
21 H 0.609 -2.425 2.877
22 H 0.627 -0.757 1.513
23 C -0.179 2.694 1.996
24 C -0.938 1.660 2.921
25 O -1.969 1.065 2.157
26 H 0.275 2.146 1.170
27 H 0.581 3.293 2.499
28 H -0.898 3.346 1.500
29 H -1.381 2.190 3.764
30 H -0.336 0.924 3.453
31 H -1.526 0.424 1.596
32 C -2.556 2.947 -2.236
33 C -2.500 1.679 -1.350
34 O -1.184 1.103 -1.411
35 H -1.969 3.810 -1.921
36 H -3.597 3.268 -2.254
37 H -2.360 2.730 -3.286
38 H -3.208 0.947 -1.739
39 H -2.831 1.872 -0.330
40 H -1.075 0.554 -0.632

Cartesian forces, eV/Å:
Ti 0.13 0.37 0.14
Ti 0.69 -0.92 0.12
O -0.40 -0.32 -1.82
H 0.17 -0.55 0.85
C -0.42 -0.02 0.51
C 1.01 0.55 -0.20
O -0.99 0.72 0.40
H -0.27 0.05 0.19
H 0.30 0.16 0.12
H 0.23 -0.21 0.02
H -0.84 0.00 -0.64
H 0.62 -0.47 -0.19
H -0.16 -0.48 -0.05
C 0.30 -1.12 0.03
C 0.19 1.07 -0.12
O -0.19 0.31 -0.10
H 0.32 -0.07 -0.03
H -0.03 0.03 0.14
H -0.16 0.29 -0.30
H -0.16 -0.54 0.02
H -0.05 -0.48 0.66
H 0.22 0.32 0.30
C -0.59 -1.28 0.48
C 0.96 2.22 0.53
O -1.07 -1.23 0.17
H 0.48 -0.17 0.00
H -0.10 -0.18 0.04
H -0.20 0.18 0.42
H -0.44 0.21 -0.31
H 0.51 -0.16 -0.68
H 0.55 0.62 -0.75
C -0.94 -0.66 -0.46
C 2.31 2.50 -0.84
O -2.42 2.34 -1.63
H 0.33 -0.44 0.38
H -0.14 -0.02 0.25
H 0.36 -0.10 0.05
H -0.36 -0.87 -0.47
H 0.24 -0.47 0.64
H 0.01 -1.20 2.17

Calculated values
expectation value of S² = 15.757
total charge = +2
HOMO level (alpha / beta) = -13.12 / -16.08 eV
frontier orbital gap (alpha / beta) = 0.236 / 0.137 Eh
spin multiplicity = 8
LUMO level (alpha / beta) = -6.71 / -12.34 eV


| no. | E (eV) |
| --- | --- |
| 1 | -33166.1720 |
| 2 | -66734.2165 |
| 3 | -79830.1857 |
| 4 | -27198.0426 |
| 5 | -65143.9175 |